# C27H28NO11

The ion C27H28NO11 with charge -1 in a non-equilibrium geometry (the ωB97M-V functional and the def2-TZVPD basis, the Open Molecules 2025 dataset).

The geometry in ORCA input format:
```
! RIJCOSX wB97M-V def2-TZVPD def2/J DEFGRID3
* xyz -1 1
H -3.324 -0.423 1.928
C -2.305 1.324 -3.178
C 0.101 -3.353 -0.363
C -1.605 -1.198 0.313
O 2.158 -6.035 -3.588
C 3.809 0.289 1.228
C -0.573 3.951 1.341
C -3.463 2.172 -2.775
H 0.751 -5.396 -0.026
C -5.003 -0.374 0.579
O -2.095 0.521 -1.991
C 2.806 -1.924 1.569
H 1.245 4.948 0.819
H -3.221 2.731 -1.867
C 0.214 -2.179 -1.130
H 2.064 -3.555 -3.674
C -0.056 1.662 1.952
H 4.633 0.993 1.361
O -0.034 3.006 2.280
C -1.050 -0.295 -2.098
H 6.504 -0.152 1.800
H -0.346 5.664 2.653
O -0.526 -0.487 -3.188
H 0.681 -1.916 1.529
C 6.055 -0.638 2.679
H 6.781 -1.274 3.183
H 5.660 0.125 3.369
N 1.819 -5.900 -2.394
H 2.920 -2.981 1.816
C 0.270 0.261 -0.177
C -0.526 -0.859 -0.744
C 0.436 4.407 0.313
C -3.763 -1.006 1.108
O 5.025 -1.563 2.272
C 3.916 -1.055 1.673
C 1.066 -2.248 -2.252
H -0.449 -3.372 0.566
H -2.519 0.656 -4.020
C 0.777 -4.534 -0.682
O 1.792 -6.861 -1.589
C -1.141 5.134 2.124
O -2.844 1.613 0.129
C -1.731 2.033 0.380
H -1.874 4.768 2.850
O -1.341 -1.628 1.435
C 1.566 -3.464 -2.707
H -4.320 1.533 -2.548
O -1.717 3.377 0.668
H -3.901 -2.052 1.414
H -1.640 5.810 1.424
H -5.733 -0.297 1.385
C 2.619 0.709 0.655
C 1.584 -1.370 1.293
C -0.478 1.306 0.587
H -5.410 -0.962 -0.246
H 2.541 1.704 0.210
O 0.210 0.859 2.826
O -2.861 -0.994 -0.043
H -0.064 5.089 -0.386
C 1.506 -0.140 0.641
C 1.422 -4.615 -1.916
H -4.754 0.627 0.222
H 0.700 0.846 -1.008
H 0.851 3.558 -0.242
H -1.401 1.916 -3.372
H 1.334 -1.370 -2.819
H -3.748 2.877 -3.554
*
```

Calculated values
SMILES string ... CCOC(=O)C(C(=O)OCC)(c1ccc([N+](=O)[O-])cc1)[C@@H](C1=C([O-])OC(C)(C)OC1=O)c1ccc(OC)cc1
Kohn-Sham gap ... 5.31 eV
DFT total energy ... -1927.9881 Eh
F_max ... 3.2 eV Å⁻¹

Results of the Mulliken charge analysis, in e, for atoms 1 through 6: 0.243 -0.326 -0.035 -0.429 -0.608 -0.519